[1]
Computed, not measured: an isolated molecule of C2H3N2P3, with ωB97M-V with the def2-TZVPD basis set.

The geometry in XYZ format:
```
10
C2H3N2P3 ωB97M-V with the def2-TZVPD basis set
C 0.325 -0.989 0.617
C -0.558 0.198 0.974
P -0.383 1.899 0.388
N 0.574 1.878 -0.871
P 0.785 0.804 -2.073
N -0.277 -0.327 -1.991
P -1.227 -1.132 -0.363
H 1.082 -0.752 -0.080
H 0.414 -1.757 1.383
H -0.736 0.178 2.016
```

## Properties
- Energy relative to the best compared isomer or geometry (same formula, charge and spin): 1.192 eV
- Frontier orbital gap: 0.2909 hartree
- F_max: 4.302 eV/A
- SMILES string: C1[C@H]2P=NP=NP12
- 2S+1: 1



[2]
Computed, not measured: the ion C5H14N3 with charge +1, with ωB97M-V with the def2-TZVPD basis set.

The geometry in XYZ format:
```
22
C5H14N3 ωB97M-V with the def2-TZVPD basis set
C 1.704 1.449 1.934
C 0.508 1.464 0.933
N 0.210 2.921 0.629
C 0.765 0.729 -0.329
C -0.590 -0.222 -0.439
N -0.543 -1.265 -1.573
C -0.943 -2.548 -1.470
N -1.284 -3.282 -0.347
H 1.452 0.770 2.658
H 1.966 2.394 2.289
H 2.672 0.921 1.574
H -0.451 1.051 1.359
H -0.683 3.179 0.808
H 0.866 3.584 1.035
H 0.376 3.142 -0.320
H 0.721 1.317 -1.178
H 1.469 -0.006 -0.539
H -1.574 0.406 -0.590
H -0.585 -0.758 0.433
H -1.064 -2.914 -2.474
H -1.061 -2.671 0.562
H -1.460 -4.259 -0.352
```

## Properties
- Energy relative to the best compared isomer or geometry (same formula, charge and spin): 4.180 eV
- Frontier orbital gap: 0.3033 hartree
- F_max: 5.462 eV/A
- Charge: +1
- SMILES string: C[C@@H]([NH3+])CC/N=C\N
- 2S+1: 1



[3]
Computed, not measured: an isolated molecule of C7H8Cl2Si, with ωB97M-V with the def2-TZVPD basis set.

The geometry in XYZ format:
```
18
C7H8Cl2Si ωB97M-V with the def2-TZVPD basis set
C -0.007 -2.762 -1.050
C 1.203 -2.122 -1.036
Si 1.729 -0.469 -0.438
Cl 2.306 0.235 -2.192
Cl 3.153 -0.540 0.952
C 0.279 1.024 0.286
C -1.023 0.867 -0.379
C -2.015 1.318 0.393
C -1.524 1.782 1.654
C -0.206 1.566 1.740
H -0.118 -3.679 -1.481
H -0.975 -2.370 -0.725
H 2.164 -2.634 -1.441
H 0.847 1.914 -0.208
H -1.185 0.410 -1.311
H -2.975 1.468 0.236
H -2.162 2.196 2.491
H 0.507 1.796 2.509
```

## Properties
- Energy relative to the best compared isomer or geometry (same formula, charge and spin): 3.803 eV
- Frontier orbital gap: 0.3366 hartree
- F_max: 4.670 eV/A
- SMILES string: C=C[Si](Cl)(Cl)C1C=CC=C1
- 2S+1: 1



[4]
Computed, not measured: a structure of composition C48H68IMoNO2P3Si, with ωB97M-V with the def2-TZVPD basis set.

The geometry in XYZ format:
```
125
C48H68IMoNO2P3Si ωB97M-V with the def2-TZVPD basis set
Mo -0.715 -0.307 -1.104
C 0.590 -0.383 4.698
C 0.863 -1.745 4.075
C -0.309 -2.699 4.318
P 1.184 -1.656 2.253
C 2.102 -3.252 1.903
C 1.166 -4.235 1.181
C 2.773 -3.973 3.072
C 2.468 -0.357 2.118
C 3.740 -0.529 2.667
C 4.684 0.486 2.628
C 4.347 1.700 2.041
C 3.092 1.865 1.474
C 2.142 0.835 1.472
Si 0.431 1.157 0.682
C 0.579 2.798 -0.296
C 0.484 4.018 0.385
C 0.665 5.233 -0.256
C 0.991 5.250 -1.604
C 1.068 4.058 -2.309
C 0.826 2.835 -1.681
P 0.775 1.243 -2.592
C 2.594 0.897 -2.804
C 3.337 0.755 -1.485
C 3.316 1.958 -3.642
C 0.356 1.364 -4.433
C 0.227 2.746 -5.074
C -0.859 0.542 -4.852
C -0.543 1.696 2.223
C 0.127 2.222 3.336
C -0.558 2.612 4.474
C -1.939 2.479 4.530
C -2.621 1.997 3.427
C -1.934 1.618 2.269
P -2.798 1.092 0.753
C -4.207 0.014 1.349
C -5.555 0.677 1.656
C -3.826 -0.854 2.560
C -3.487 2.737 0.168
C -4.053 3.697 1.218
C -4.485 2.605 -0.990
H 0.394 -0.500 5.766
H -0.285 0.095 4.250
H 1.439 0.294 4.584
H 1.759 -2.161 4.542
H -1.258 -2.201 4.100
H -0.337 -3.009 5.364
H -0.256 -3.602 3.708
H 2.880 -2.947 1.195
H 1.744 -4.996 0.651
H 0.519 -3.737 0.457
H 0.522 -4.754 1.895
H 2.033 -4.359 3.773
H 3.480 -3.362 3.631
H 3.326 -4.830 2.680
H 3.996 -1.460 3.157
H 5.661 0.335 3.066
H 5.063 2.513 2.015
H 2.863 2.812 1.002
H 0.263 4.017 1.445
H 0.562 6.159 0.295
H 1.172 6.186 -2.115
H 1.307 4.103 -3.357
H 2.625 -0.046 -3.352
H 3.454 1.731 -1.015
H 4.336 0.350 -1.665
H 2.834 0.099 -0.778
H 3.346 2.917 -3.123
H 2.890 2.105 -4.632
H 4.349 1.631 -3.782
H 1.227 0.860 -4.860
H -0.512 3.356 -4.559
H -0.112 2.606 -6.103
H 1.166 3.294 -5.123
H -1.789 1.068 -4.658
H -0.914 -0.421 -4.357
H -0.802 0.363 -5.929
H 1.206 2.314 3.324
H -0.013 3.004 5.324
H -2.484 2.762 5.422
H -3.700 1.936 3.465
H -4.357 -0.648 0.491
H -5.495 1.342 2.517
H -6.264 -0.114 1.912
H -5.979 1.230 0.827
H -4.052 -0.334 3.492
H -2.775 -1.126 2.588
H -4.421 -1.769 2.546
H -2.570 3.193 -0.216
H -5.019 3.367 1.599
H -4.208 4.668 0.742
H -3.379 3.851 2.057
H -4.882 3.592 -1.241
H -5.331 1.971 -0.743
H -4.035 2.178 -1.873
O -1.407 -1.459 0.806
H -0.595 -1.451 1.384
H -1.726 -2.373 0.795
O -1.766 2.579 -2.554
H -2.508 2.416 -3.143
H -1.850 3.489 -2.248
I -3.140 -0.545 -2.400
C 3.533 -2.507 -3.901
C 2.303 -2.417 -4.548
C 1.143 -2.234 -3.814
C 1.210 -2.107 -2.430
C 2.429 -2.217 -1.783
C 3.591 -2.416 -2.518
N -0.007 -2.049 -1.654
C -0.586 -3.363 -1.510
C -1.896 -3.576 -1.073
C -2.411 -4.856 -0.935
C -1.643 -5.967 -1.245
C -0.349 -5.769 -1.702
C 0.173 -4.492 -1.834
H 4.437 -2.664 -4.474
H 2.248 -2.518 -5.624
H 0.174 -2.241 -4.297
H 2.454 -2.178 -0.701
H 4.541 -2.508 -2.007
H -2.556 -2.745 -0.897
H -3.434 -4.977 -0.602
H -2.049 -6.964 -1.151
H 0.272 -6.617 -1.961
H 1.189 -4.391 -2.187
```

## Properties
- Energy relative to the best compared isomer or geometry (same formula, charge and spin): 0.000 eV
- Frontier orbital gap (spin up / spin down): 0.2475 / 0.2733 hartree
- F_max: 1.863 eV/A
- Charge: +1
- 2S+1: 3



[5]
Computed, not measured: an isolated molecule of C5H11NO2, with ωB97M-V with the def2-TZVPD basis set.

The geometry in XYZ format:
```
19
C5H11NO2 ωB97M-V with the def2-TZVPD basis set
C -2.259 0.192 -0.276
N -1.214 -0.821 -0.464
C 0.083 -0.450 0.041
C 0.203 -0.572 1.572
O 1.566 -0.734 1.969
C 0.716 0.887 -0.437
C 1.874 0.725 -1.382
O 2.597 1.632 -1.708
H -2.700 0.524 -1.214
H -1.855 1.051 0.244
H -3.079 -0.214 0.301
H -1.122 -1.072 -1.437
H 0.803 -1.211 -0.255
H -0.371 -1.445 1.892
H -0.136 0.325 2.092
H 1.986 -1.491 1.511
H 0.899 1.524 0.417
H -0.007 1.433 -1.041
H 2.016 -0.283 -1.826
```

## Properties
- Energy relative to the best compared isomer or geometry (same formula, charge and spin): 2.092 eV
- Frontier orbital gap: 0.3664 hartree
- F_max: 1.411 eV/A
- SMILES string: CN[C@H](CO)CC=O
- 2S+1: 1



[6]
Computed, not measured: a structure of composition C3H4FNO2, with ωB97M-V with the def2-TZVPD basis set.

The geometry in XYZ format:
```
11
C3H4FNO2 ωB97M-V with the def2-TZVPD basis set
C 0.368 -1.141 -0.872
C -0.762 -0.735 0.102
C 0.019 1.364 0.502
N 1.360 -0.382 -1.012
O -0.934 0.802 -0.112
O 1.539 0.763 -0.449
F 0.185 0.972 1.819
H 0.320 -2.175 -1.363
H -1.721 -1.106 -0.097
H -0.571 -0.774 1.097
H 0.195 2.413 0.386
```

## Properties
- Energy relative to the best compared isomer or geometry (same formula, charge and spin): 4.164 eV
- Frontier orbital gap: 0.3569 hartree
- F_max: 4.178 eV/A
- 2S+1: 1



[7]
Computed, not measured: a structure of composition C25H22AgFN4O7S, with ωB97M-V with the def2-TZVPD basis set.

The geometry in XYZ format:
```
61
C25H22AgFN4O7S ωB97M-V with the def2-TZVPD basis set
Ag 0.069 0.559 -0.257
F -2.210 0.226 6.289
C -0.933 -0.011 5.914
C -0.581 0.237 4.617
C 0.742 0.061 4.200
C 1.103 0.403 2.823
O 0.245 0.880 2.072
C 2.488 0.183 2.480
C 3.338 -0.258 3.432
N 2.995 -0.573 4.721
C 4.030 -0.865 5.670
C 4.124 -2.228 6.298
C 5.135 -1.794 5.279
C 1.686 -0.403 5.133
C 1.293 -0.678 6.441
C -0.021 -0.487 6.856
N -0.302 -0.746 8.233
C -1.655 -1.134 8.606
C -1.623 -1.741 10.004
N -1.080 -0.732 10.958
C 0.286 -0.298 10.550
C 0.221 0.275 9.142
C 3.108 0.418 1.087
O 4.346 0.465 1.068
O 2.323 0.498 0.110
H -1.296 0.602 3.891
H 4.382 -0.376 3.174
H 4.293 -0.024 6.304
H 3.396 -2.971 6.002
H 4.421 -2.279 7.337
H 5.071 -2.246 4.299
H 6.139 -1.558 5.598
H 1.992 -1.071 7.164
H -2.025 -1.876 7.898
H -2.360 -0.295 8.607
H -0.968 -2.609 10.029
H -2.620 -2.022 10.344
H -1.082 -1.102 11.959
H -1.707 0.107 10.934
H 0.928 -1.175 10.561
H 0.646 0.431 11.278
H 1.222 0.554 8.816
H -0.399 1.184 9.142
O -0.216 0.016 -2.609
C -0.715 -0.938 -3.179
C -1.510 -2.005 -2.619
C -2.051 -2.924 -3.508
C -2.820 -3.988 -3.076
C -3.046 -4.164 -1.689
C -2.526 -3.290 -0.793
C -1.740 -2.142 -1.191
O -1.309 -1.352 -0.324
N -3.375 -4.897 -4.012
O -4.045 -5.836 -3.596
O -3.172 -4.721 -5.208
H -0.562 -1.026 -4.276
H -1.877 -2.805 -4.571
H -3.638 -5.011 -1.372
H -2.689 -3.416 0.269
S -2.183 2.376 0.789
C -1.108 2.191 -0.309
```

## Properties
- Frontier orbital gap (spin up / spin down): 0.1471 / 0.2626 hartree
- F_max: 1.310 eV/A
- Charge: -1
- 2S+1: 2



[8]
Computed, not measured: a cluster of 2 separate species, CHF2IO in total, with ωB97M-V with the def2-TZVPD basis set.

The geometry in XYZ format:
```
6
CHF2IO ωB97M-V with the def2-TZVPD basis set
O 1.126 -0.450 -0.699
C 0.013 -0.787 -0.788
F -0.449 -2.131 -0.681
H -0.811 -0.278 -1.129
F -0.150 1.000 1.144
I 0.272 2.646 2.153
```

## Properties
- Energy relative to the best compared isomer or geometry (same formula, charge and spin): 1.483 eV
- Frontier orbital gap: 0.3173 hartree
- F_max: 2.970 eV/A
- SMILES string: O=CF.FI
- 2S+1: 1



[9]
Computed, not measured: a structure of composition C16H21F3N5RuS, with ωB97M-V with the def2-TZVPD basis set.

The geometry in XYZ format:
```
47
C16H21F3N5RuS ωB97M-V with the def2-TZVPD basis set
Ru 0.129 0.370 0.743
N 1.789 3.190 -0.466
C 0.463 3.454 -0.271
C 0.040 4.754 -0.599
C -1.287 5.103 -0.395
C -2.137 4.154 0.131
C -1.635 2.871 0.423
N -0.369 2.509 0.225
C 2.628 2.113 -0.258
C 3.959 2.312 -0.635
C 4.880 1.292 -0.447
C 4.441 0.117 0.125
C 3.094 0.002 0.491
N 2.185 0.963 0.299
H 2.287 3.989 -0.848
H 0.747 5.474 -0.996
H -1.637 6.097 -0.639
H -3.180 4.374 0.321
H -2.298 2.121 0.836
H 4.264 3.259 -1.064
H 5.916 1.428 -0.731
H 5.115 -0.708 0.311
H 2.748 -0.899 0.978
C -3.474 -3.012 2.155
C -1.963 -3.105 2.081
N -1.501 -3.608 0.763
C -1.132 -2.923 -0.297
S -1.215 -1.143 -0.279
N -0.791 -3.519 -1.420
C -0.409 -2.907 -2.716
C -1.606 -2.683 -3.620
H -3.769 -2.701 3.157
H -3.938 -3.978 1.957
H -3.866 -2.289 1.437
H -1.571 -3.799 2.821
H -1.487 -2.144 2.259
H -1.555 -4.614 0.650
H -0.884 -4.528 -1.434
H 0.304 -3.593 -3.169
H 0.123 -1.982 -2.506
H -2.120 -3.620 -3.831
H -1.271 -2.267 -4.570
H -2.321 -1.992 -3.171
F 0.931 1.726 3.018
C 0.546 0.486 2.724
F -0.623 0.241 3.327
F 1.453 -0.386 3.129
```

## Properties
- Frontier orbital gap (spin up / spin down): 0.2917 / 0.1787 hartree
- F_max: 0.782 eV/A
- Charge: +3
- 2S+1: 5



[10]
Computed, not measured: a cluster of 8 separate species, C26H46Cl6O10S2 in total, with ωB97M-V with the def2-TZVPD basis set.

The geometry in XYZ format:
```
90
C26H46Cl6O10S2 ωB97M-V with the def2-TZVPD basis set
O -8.134 5.880 -26.618
S -9.338 5.272 -27.110
O -10.657 5.716 -26.747
C -9.269 5.162 -28.913
C -8.801 3.738 -29.196
C -9.539 2.877 -28.166
C -9.197 3.505 -26.831
H -8.684 6.015 -29.239
H -10.308 5.173 -29.251
H -8.982 3.479 -30.240
H -7.713 3.659 -29.066
H -9.289 1.823 -28.226
H -10.610 2.939 -28.405
H -8.132 3.335 -26.664
H -9.763 3.253 -25.937
O -15.325 5.012 -25.610
S -15.161 5.333 -27.000
O -15.442 6.644 -27.520
C -13.525 4.882 -27.583
C -13.734 3.972 -28.809
C -15.204 3.975 -29.253
C -16.053 4.154 -28.005
H -13.010 4.412 -26.751
H -13.027 5.812 -27.840
H -13.038 4.235 -29.605
H -13.451 2.958 -28.505
H -15.427 3.035 -29.760
H -15.427 4.748 -29.992
H -16.088 3.200 -27.473
H -17.065 4.506 -28.179
O -10.048 3.587 -23.174
C -8.927 3.366 -22.824
C -8.412 3.042 -21.441
C -6.908 3.259 -21.553
C -6.652 3.167 -23.072
O -7.902 3.381 -23.704
H -8.932 3.593 -20.667
H -8.606 1.977 -21.280
H -6.561 4.220 -21.174
H -6.329 2.516 -21.005
H -5.969 3.963 -23.366
H -6.190 2.223 -23.360
O -9.213 10.204 -29.312
C -10.129 9.902 -28.604
C -10.323 8.618 -27.827
C -11.345 9.003 -26.757
C -12.116 10.114 -27.481
O -11.158 10.740 -28.354
H -10.723 7.851 -28.501
H -9.382 8.211 -27.459
H -11.959 8.165 -26.443
H -10.823 9.439 -25.903
H -12.936 9.734 -28.093
H -12.515 10.843 -26.782
O -15.264 0.933 -29.826
C -14.141 0.604 -29.604
C -13.552 0.043 -28.326
C -12.195 -0.547 -28.743
C -11.908 0.218 -30.044
O -13.164 0.699 -30.545
H -13.423 0.875 -27.628
H -14.246 -0.665 -27.884
H -11.435 -0.312 -28.004
H -12.319 -1.608 -28.935
H -11.258 1.081 -29.870
H -11.422 -0.388 -30.805
Cl -4.088 9.524 -29.057
C -5.512 9.304 -30.111
C -6.600 8.481 -29.481
Cl -6.046 6.840 -29.038
H -5.151 8.881 -31.045
H -5.906 10.296 -30.328
H -7.379 8.351 -30.229
H -7.003 8.977 -28.606
Cl -4.318 0.528 -30.930
C -5.867 0.521 -30.050
C -6.946 -0.128 -30.885
Cl -8.506 -0.011 -30.043
H -6.141 1.559 -29.867
H -5.692 0.020 -29.105
H -6.706 -1.165 -31.107
H -7.050 0.407 -31.826
Cl -10.831 8.556 -22.841
C -9.877 7.216 -23.525
C -8.467 7.609 -23.853
Cl -7.498 7.850 -22.370
H -10.379 6.823 -24.409
H -9.865 6.407 -22.797
H -8.337 8.503 -24.456
H -8.044 6.778 -24.419
```

## Properties
- Frontier orbital gap: 0.3748 hartree
- F_max: 1.649 eV/A
- SMILES string: O=S1(=O)CCCC1.O=S1(=O)CCCC1.O=C1CCCO1.O=C1CCCO1.O=C1CCCO1.ClCCCl.ClCCCl.ClCCCl
- 2S+1: 1



> Which value of 2S+1 does entry 4 give?

3



> F_max of number 7 (C25H22AgFN4O7S)?

1.310 eV/A



> Among the records above, which one has the lowest F_max?

C16H21F3N5RuS



> 2S+1 of number 1 (C2H3N2P3)?

1